*P*
Density functional theory data (ωB97M-V/def2-TZVPD) for a structure of composition C32H26BrClNO5PTi.

Positions of all 68 atoms, in Å:
Br1 0.87468 -1.42853 -1.38707
Ti1 0.90198 1.82657 0.32556
Cl1 3.88024 -4.67695 -2.01419
P1 -2.23227 0.78277 0.84928
O1 5.25200 0.80301 -1.01356
O2 0.06734 3.37619 0.65207
O3 2.63401 1.03110 -0.60453
O4 2.84781 2.05499 1.31459
O5 1.11213 3.51885 -0.33159
N1 -0.07496 1.16852 -1.60863
C1 -2.48720 -3.53729 -0.78737
C2 5.08483 -0.95142 -2.50991
C3 -6.43291 1.50649 2.61256
C4 4.86501 1.50870 0.17494
C5 0.52320 0.40863 4.50093
C6 3.35355 1.53462 0.30561
C7 -1.66676 0.19960 3.55499
C8 -1.39568 2.01201 -3.41099
C9 -2.29455 -0.95344 0.26215
C10 1.00503 0.87863 3.28530
C11 4.30503 -3.07361 -1.69633
C12 -2.99736 -2.45848 -1.49862
C13 4.75629 -2.25688 -2.74551
C14 -1.29034 0.79608 -4.07024
C15 -3.91657 0.99987 1.52466
C16 4.18958 -2.58851 -0.36865
C17 4.93259 -0.45210 -1.16597
C18 -4.30476 2.30331 1.83422
C19 -4.80553 -0.04696 1.75900
C20 -2.89738 -1.17758 -0.97684
C21 -0.81568 0.07591 4.64167
C22 -1.78493 -2.04168 0.96533
C23 -0.77899 2.16047 -2.18897
C24 -6.05951 0.20829 2.29797
C25 -0.58331 -0.23280 -3.47798
C26 4.49327 -1.29326 -0.10568
C27 -5.55266 2.55488 2.38263
C28 -1.17883 0.65126 2.33082
C29 -1.88200 -3.32534 0.44304
C30 5.55204 -0.02748 -3.58305
C31 -0.00171 0.00631 -2.24502
C32 0.17164 1.01844 2.16657
H1 5.60543 -0.54169 -4.53871
H2 4.83312 -2.67036 -3.74162
H3 5.32342 1.07427 1.06281
H4 -0.83034 3.08625 -1.63502
H5 2.04481 1.17293 3.23261
H6 -1.31462 -1.88769 1.92894
H7 5.23036 2.52493 0.05341
H8 -1.19761 -0.26863 5.59416
H9 3.85182 -3.25463 0.41291
H10 -2.57082 -4.53960 -1.18744
H11 -3.48192 -2.61764 -2.45391
H12 -2.71668 -0.04937 3.65939
H13 4.87331 0.82284 -3.66944
H14 -3.30121 -0.33613 -1.53214
H15 1.19359 0.32617 5.34783
H16 -4.52209 -1.06487 1.52293
H17 -6.74364 -0.61141 2.47589
H18 4.39612 -0.91119 0.90000
H19 -0.49654 -1.20724 -3.93418
H20 -3.62127 3.12441 1.64752
H21 -1.95053 2.83700 -3.83300
H22 -7.41037 1.70196 3.03381
H23 6.53623 0.37616 -3.33973
H24 -1.49311 -4.16437 1.00678
H25 -5.84093 3.56960 2.62384
H26 -1.76486 0.64511 -5.03081

Properties
highest occupied orbital energy (spin up / spin down) = -10.0 / -10.0 eV
multiplicity = 2
total charge = +1
orbital gap (spin up / spin down) = 0.247 / 0.114 Eh

=====

*Q*
Density functional theory data (ωB97M-V/def2-TZVPD) for a structure of composition C32H26BrClNO5PTi.

Positions of all 68 atoms, in Å:
Br1 -2.40496 2.30033 -3.30352
Ti1 -0.49196 0.00356 -2.55258
Cl1 -0.84274 1.89459 6.46519
P1 1.55747 0.70374 -1.06869
O1 0.36405 -0.81656 -3.92313
O2 -3.04973 -0.92330 1.94089
O3 0.09964 0.58159 -4.16098
O4 -1.91349 1.31507 1.02690
O5 -1.52428 0.37476 -0.96861
N1 -2.48140 -0.43723 -3.43090
C1 1.10876 3.50053 2.55986
C2 1.51969 1.29165 1.70168
C3 1.30121 -1.03991 -0.59958
C4 -2.31918 -1.02203 0.71191
C5 4.98791 0.14014 -3.13149
C6 3.65597 0.22045 -2.76468
C7 5.97657 0.58871 -2.26589
C8 -4.60571 0.57959 -3.85562
C9 -2.48516 -0.32576 2.97796
C10 -0.76420 -0.03685 4.61345
C11 0.85892 -3.74354 -0.34302
C12 0.32166 -1.63124 -1.41343
C13 -1.23707 -0.75373 3.54331
C14 0.12570 -3.00559 -1.25642
C15 -0.52554 -1.97818 3.05338
C16 4.29981 1.20639 -0.65833
C17 -4.34972 -1.80490 -3.96968
C18 1.84613 -3.13441 0.43106
C19 1.39720 2.16066 2.77369
C20 1.09019 3.10794 0.19373
C21 -3.01549 -1.64393 -3.64791
C22 5.63237 1.12518 -1.03440
C23 -1.48338 1.04484 5.14555
C24 3.31054 0.74329 -1.51837
C25 -3.25380 0.63171 -3.56201
C26 2.08398 -1.78131 0.28717
C27 1.38100 1.76099 0.39826
C28 -2.73530 1.42729 4.62797
C29 -5.15582 -0.67640 -4.05886
C30 -3.23698 0.73573 3.56842
C31 0.95294 3.97279 1.26538
C32 -1.90891 0.38281 0.24728
H1 -3.25492 2.26495 5.06580
H2 0.16336 -0.31952 5.09492
H3 2.89972 -1.31925 0.82877
H4 -0.59167 -3.52860 -1.88185
H5 -5.18916 1.48346 -3.93614
H6 4.03665 1.63473 0.30017
H7 1.01134 4.17724 3.39801
H8 1.73591 0.24862 1.88177
H9 -6.20790 -0.77277 -4.28989
H10 0.96558 3.48549 -0.81603
H11 0.69134 -4.80702 -0.24738
H12 5.25440 -0.26575 -4.09756
H13 6.40176 1.48592 -0.36603
H14 2.44445 -3.72419 1.11071
H15 -4.74674 -2.79283 -4.14601
H16 0.73156 5.01672 1.09045
H17 -1.39569 -1.59709 0.82407
H18 7.01552 0.52562 -2.55557
H19 0.34980 -1.70523 2.45480
H20 -4.17057 0.99580 3.09235
H21 -2.33443 -2.48181 -3.56243
H22 -1.16523 -2.61682 2.45072
H23 1.55017 1.79539 3.77784
H24 2.88161 -0.12687 -3.44098
H25 -0.17831 -2.56153 3.90335
H26 -2.98541 -1.53414 0.02118

Properties
highest occupied orbital energy (spin up / spin down) = -10.9 / -10.9 eV
multiplicity = 2
total charge = +1
orbital gap (spin up / spin down) = 0.299 / 0.163 Eh

=====

Verdict on stability: *P* comes out on top.

=====

*P*
Density functional theory data (ωB97M-V/def2-TZVPD) for the molecule C6H3N.

Positions of all 10 atoms, in Å:
N1 0.64907 -1.28532 -0.18157
C1 -1.61491 0.01545 0.01964
C2 -0.14292 0.26447 0.08610
C3 2.50960 0.02388 -0.01822
C4 0.62813 1.29943 0.06933
C5 1.86636 -1.17847 -0.07283
C6 2.00175 1.15203 0.09666
H1 -1.68525 -1.09849 -0.04076
H2 -2.16796 0.32978 0.83763
H3 -2.04385 0.47725 -0.79598

Properties
highest occupied orbital energy (spin up / spin down) = -9.4 / -9.4 eV
multiplicity = 1
total charge = 0
structure (SMILES) = CC1=C=C=C=C=N1
orbital gap (spin up / spin down) = 0.304 / 0.304 Eh

=====

*Q*
Density functional theory data (ωB97M-V/def2-TZVPD) for a structure of composition C6H3N.

Positions of all 10 atoms, in Å:
N1 3.31147 -0.59654 0.19899
C1 0.31832 1.30765 0.19103
C2 0.75604 -1.00879 -0.00029
C3 1.62860 1.07781 0.11821
C4 3.58420 0.46571 -0.40402
C5 1.96944 -0.33231 0.22787
C6 -0.22862 -0.04686 0.11241
H1 -0.25469 2.21172 0.10127
H2 -1.27235 -0.22046 -0.07974
H3 0.61504 -2.07113 -0.05643

Properties
highest occupied orbital energy (spin up / spin down) = -8.8 / -9.3 eV
multiplicity = 1
total charge = 0
orbital gap (spin up / spin down) = 0.270 / 0.273 Eh

=====

Verdict on stability: *Q* comes out on top.

=====

*P*
Density functional theory data (ωB97M-V/def2-TZVPD) for the molecule C8H16N2O3.

Positions of all 29 atoms, in Å:
O1 0.21203 -2.20416 2.04226
O2 -2.57353 1.76751 -0.88579
O3 -1.76120 -1.42185 1.35573
N1 -0.95101 0.77154 0.31774
N2 0.14866 0.00986 -2.27277
C1 -0.40953 -1.34760 1.48358
C2 1.20621 0.63627 1.52391
C3 2.25723 -0.16256 2.36295
C4 -1.36222 0.15436 -2.16029
C5 0.11824 -0.11546 0.73547
C6 -2.03686 -1.20790 -2.11063
C7 1.88634 1.51796 0.45041
C8 -1.60317 1.03375 -0.89371
H1 2.56438 0.93236 -0.18858
H2 -1.30339 1.37814 1.02783
H3 3.02236 0.48322 2.85111
H4 0.58688 -0.43241 -0.20405
H5 -2.08841 -1.50949 -1.04297
H6 0.60433 0.91289 -2.35335
H7 1.86731 -0.91212 3.00990
H8 -3.02235 -1.21992 -2.48875
H9 0.46395 -0.54881 -3.07950
H10 1.12740 1.94803 -0.25024
H11 2.51069 2.34136 0.82553
H12 -1.67292 0.76754 -3.02080
H13 -1.95135 -2.20592 1.91429
H14 -1.41744 -1.93367 -2.71088
H15 0.67591 1.34114 2.12197
H16 2.90143 -0.77403 1.63964

Properties
highest occupied orbital energy = -9.5 eV
multiplicity = 1
total charge = 0
structure (SMILES) = CC(C)[C@H](NC(=O)[C@H](C)N)C(=O)O
orbital gap = 0.377 Eh

=====

*Q*
Density functional theory data (ωB97M-V/def2-TZVPD) for the molecule C8H16N2O3.

Positions of all 29 atoms, in Å:
O1 3.48679 -0.23321 1.24514
O2 1.62116 0.82939 1.83925
O3 -0.48301 1.53011 0.33261
N1 -1.44069 -1.12342 -1.90060
N2 0.71462 0.00215 -0.84978
C1 -1.72527 -0.13130 -0.86391
C2 -3.78894 -1.27326 0.06377
C3 2.29705 1.91955 -1.00772
C4 2.45022 0.30382 0.93226
C5 -0.42616 0.56883 -0.41456
C6 -1.52603 -1.79294 1.05669
C7 2.06445 0.47832 -0.55245
C8 -2.38642 -0.72981 0.37335
H1 -4.38763 -0.49537 -0.44018
H2 -4.28735 -1.54565 0.97028
H3 -3.74137 -2.17959 -0.56227
H4 2.11828 2.01588 -2.09140
H5 -2.36187 0.66753 -1.21540
H6 1.61979 2.59148 -0.49690
H7 2.72844 -0.17830 -1.08278
H8 -0.57869 -1.36762 1.39369
H9 0.84339 1.24629 1.38432
H10 -1.32387 -2.63652 0.39928
H11 -1.50199 -0.69440 -2.84016
H12 -2.04771 -2.22453 1.93385
H13 0.58966 -0.84341 -1.37420
H14 -2.12716 -1.87330 -1.87277
H15 -2.54264 0.10112 1.08308
H16 3.33032 2.19573 -0.79642

Properties
highest occupied orbital energy = -9.8 eV
multiplicity = 1
total charge = 0
structure (SMILES) = CC(C)[C@H](N)C(=O)N[C@@H](C)C(=O)O
orbital gap = 0.379 Eh

=====

Verdict on stability: *Q* comes out on top.